{"formula": "C61H66BaCl4N4O6S", "method": "ωB97M-V/def2-TZVPD", "homo_lumo_gap_ev": 5.4, "e_homo_ev": -1.6, "charge": -2, "e_tot_ha": -5299.269619, "e_lumo_ha": 0.1395, "de_lowest_kj_mol": 11.9, "species": ["Ba", "C", "C", "C", "C", "C", "C", "C", "C", "C", "C", "C", "C", "C", "C", "C", "C", "N", "C", "C", "C", "N", "C", "C", "C", "N", "C", "C", "C", "C", "C", "C", "C", "C", "C", "C", "C", "C", "N", "C", "C", "H", "H", "H", "H", "H", "H", "H", "H", "H", "H", "H", "H", "H", "H", "H", "H", "H", "H", "H", "H", "H", "H", "H", "H", "H", "H", "H", "H", "H", "H", "H", "H", "H", "H", "H", "H", "H", "H", "H", "H", "H", "H", "H", "H", "O", "S", "C", "C", "C", "C", "C", "C", "C", "C", "C", "C", "C", "C", "C", "C", "H", "H", "H", "H", "H", "H", "H", "H", "H", "H", "H", "H", "H", "H", "C", "C", "C", "C", "Cl", "C", "C", "C", "O", "C", "C", "O", "O", "H", "H", "H", "H", "H", "H", "H", "H", "Cl", "C", "Cl", "Cl", "C", "O", "O"], "xyz": [[-0.322287, 0.382188, 0.316596], [-3.219614, 2.854358, 6.144290], [-3.513540, 3.355571, 4.729039], [-2.374572, 3.127271, 3.784685], [-1.372396, 3.992673, 3.460990], [-1.212206, 5.414661, 3.900130], [-1.691590, 6.416045, 2.848029], [-0.467231, 3.262978, 2.580920], [0.769927, 3.744261, 2.125988], [1.840662, 3.045955, 1.557418], [3.176153, 3.596940, 1.328992], [3.575203, 5.023878, 1.537980], [3.924605, 5.345451, 2.992974], [3.961700, 2.551872, 0.952593], [3.102518, 1.368347, 0.959028], [3.553723, 0.046788, 0.805021], [2.867851, -1.148553, 1.048419], [1.558065, -1.246594, 1.359567], [1.270735, -2.547117, 1.579260], [0.039302, -3.041971, 2.029833], [-1.086169, -2.319855, 2.452082], [-1.181649, -0.980438, 2.451741], [-2.361270, -0.640363, 3.016031], [-2.762971, 0.664012, 3.307378], [-2.070848, 1.871592, 3.106862], [-0.946442, 2.017421, 2.375905], [-3.098370, -1.855923, 3.368914], [-2.304603, -2.901137, 3.021057], [-2.624417, -4.361383, 3.076701], [-3.174721, -4.869989, 1.741710], [-4.452303, -1.901993, 4.004458], [-4.402520, -1.756708, 5.526529], [2.472119, -3.354652, 1.359192], [3.466977, -2.482036, 1.036408], [4.908203, -2.784492, 0.772141], [5.792241, -2.567381, 2.002809], [2.556314, -4.838936, 1.532033], [2.704917, -5.262680, 2.995001], [1.845944, 1.724422, 1.283069], [5.426395, 2.560725, 0.649194], [6.289579, 2.134317, 1.839465], [-4.073936, 3.002682, 6.810793], [-2.358070, 3.376555, 6.565954], [-2.976033, 1.790710, 6.129929], [-3.759498, 4.421678, 4.761592], [-4.412683, 2.860583, 4.349537], [-0.161822, 5.614844, 4.133873], [-1.757548, 5.577362, 4.835135], [-1.144129, 6.285312, 1.913195], [-1.554315, 7.447895, 3.183971], [-2.749433, 6.264911, 2.624595], [0.965762, 4.791213, 2.341580], [2.765786, 5.682090, 1.208240], [4.429622, 5.264231, 0.897731], [3.084259, 5.115464, 3.650256], [4.181996, 6.400614, 3.121400], [4.770919, 4.743481, 3.329607], [4.602598, -0.059463, 0.542401], [-0.032613, -4.122300, 2.113081], [-3.703480, 0.752150, 3.844348], [-3.345350, -4.554791, 3.878026], [-1.727240, -4.928942, 3.344301], [-4.147015, -4.420598, 1.529378], [-3.284220, -5.958470, 1.741905], [-2.522006, -4.572613, 0.920058], [-4.947711, -2.840586, 3.739104], [-5.078490, -1.112116, 3.579826], [-3.814651, -2.562615, 5.971248], [-5.403710, -1.776684, 5.965858], [-3.924725, -0.816318, 5.808506], [5.274233, -2.156410, -0.046399], [5.011386, -3.817766, 0.425708], [5.707050, -1.537843, 2.354545], [6.844928, -2.772158, 1.789281], [5.474791, -3.215313, 2.822198], [3.400365, -5.230865, 0.954859], [1.662796, -5.308235, 1.107945], [3.621028, -4.849347, 3.421994], [2.737408, -6.350546, 3.098942], [1.871777, -4.884848, 3.589427], [5.727643, 3.561348, 0.324068], [5.628906, 1.902188, -0.200913], [6.153602, 2.819072, 2.678930], [7.352289, 2.114066, 1.581842], [6.002515, 1.140333, 2.186757], [0.259136, -1.540411, -1.870193], [1.694053, -1.935469, -1.993944], [2.305912, -1.011036, -3.427563], [1.552976, -1.336304, -4.679741], [0.188487, -1.054993, -4.774251], [-0.526886, -1.467751, -5.888615], [0.109715, -2.116217, -6.938725], [1.473603, -2.361991, -6.869673], [2.184929, -1.985776, -5.738178], [1.713717, -3.645042, -2.663305], [0.351145, -4.162328, -3.025142], [0.062713, -4.537699, -4.332713], [-1.197718, -5.015088, -4.663319], [-2.181954, -5.102972, -3.688591], [-1.903968, -4.711271, -2.386500], [-0.641613, -4.245570, -2.052340], [3.371470, -1.238563, -3.520731], [2.188429, 0.036639, -3.116843], [-0.307849, -0.542584, -3.960626], [-1.590672, -1.271889, -5.933871], [-0.458526, -2.427364, -7.807374], [1.979713, -2.861251, -7.687848], [3.248290, -2.194326, -5.676747], [2.161080, -4.246745, -1.869525], [2.382572, -3.667522, -3.525908], [0.819389, -4.422343, -5.100458], [-1.415463, -5.293186, -5.687937], [-3.174430, -5.452451, -3.947818], [-2.674828, -4.709409, -1.627951], [-0.462057, -3.890752, -1.044435], [-3.478503, 4.739071, -3.535227], [-2.866855, 3.926376, -4.635707], [-3.619676, 3.420737, -5.679519], [-3.023712, 2.639803, -6.659366], [-4.001783, 2.025578, -7.979961], [-1.686110, 2.319922, -6.597073], [-0.917856, 2.807501, -5.545906], [-1.491134, 3.641148, -4.593200], [-0.817456, 4.251241, -3.599121], [0.523778, 3.850112, -3.340235], [0.648049, 2.515731, -2.566280], [1.784593, 1.997449, -2.606130], [-0.364817, 2.140285, -1.943524], [-4.560573, 4.795221, -3.656602], [-3.073885, 5.753574, -3.517681], [-3.250442, 4.293293, -2.566062], [-4.683082, 3.619183, -5.730602], [-1.241571, 1.675109, -7.341010], [0.120029, 2.515155, -5.472220], [0.934535, 4.640134, -2.711138], [1.118422, 3.823994, -4.255492], [-4.788020, -0.403031, -2.463252], [-4.582067, -1.434055, -1.035704], [-5.070803, -3.092944, -1.461761], [-5.668138, -0.864202, 0.267239], [-3.091348, -1.342550, -0.506911], [-2.472283, -2.394195, -0.380600], [-2.747046, -0.167456, -0.271136]], "forces_ev_per_a": [[0.39, 0.25, -0.87], [0.02, -0.03, 0.05], [-0.09, 0.04, -0.05], [-0.06, 0.02, -0.04], [-0.04, 0.03, -0.03], [0.04, 0.01, 0.09], [-0.01, 0.05, -0.06], [-0.03, -0.05, -0.03], [-0.01, 0.10, 0.00], [0.03, -0.07, 0.05], [0.00, 0.02, -0.01], [-0.01, 0.06, -0.07], [0.00, 0.00, 0.06], [0.02, -0.01, -0.04], [-0.05, 0.03, 0.12], [0.09, 0.02, -0.02], [-0.04, 0.01, 0.00], [-0.06, 0.12, 0.12], [0.06, 0.04, 0.03], [-0.02, -0.04, -0.01], [-0.01, -0.01, -0.01], [0.21, 0.22, 0.20], [0.11, -0.05, 0.01], [-0.07, 0.02, 0.05], [0.17, 0.02, 0.06], [0.20, -0.25, 0.12], [-0.03, -0.01, 0.01], [-0.01, 0.01, -0.06], [0.01, -0.03, 0.10], [-0.02, -0.01, -0.06], [-0.06, -0.01, -0.08], [0.02, 0.02, 0.05], [-0.05, 0.01, -0.02], [0.01, -0.03, -0.02], [0.02, -0.02, -0.06], [0.01, 0.02, 0.05], [0.03, -0.04, -0.08], [0.00, 0.01, 0.06], [-0.13, -0.20, 0.22], [0.03, 0.03, -0.07], [0.01, -0.02, 0.05], [0.00, 0.01, 0.00], [0.00, 0.01, -0.01], [-0.01, 0.00, -0.02], [0.04, 0.00, 0.02], [0.02, -0.03, 0.00], [0.00, -0.01, -0.02], [-0.03, -0.01, -0.02], [0.01, -0.02, 0.01], [0.00, 0.00, 0.00], [0.00, -0.01, 0.02], [-0.01, -0.01, 0.00], [-0.02, -0.01, 0.02], [0.02, -0.02, 0.02], [-0.01, 0.00, -0.02], [0.00, 0.00, -0.01], [0.00, 0.00, -0.02], [0.00, -0.01, 0.00], [-0.01, 0.00, 0.00], [-0.01, 0.00, -0.02], [-0.02, 0.00, -0.03], [0.02, 0.02, -0.03], [0.00, 0.01, 0.01], [-0.01, 0.00, 0.01], [0.02, -0.02, 0.02], [0.02, -0.02, 0.03], [0.02, 0.02, 0.02], [-0.01, -0.01, -0.02], [0.00, 0.00, 0.00], [0.00, 0.00, -0.01], [-0.02, 0.02, 0.01], [0.00, -0.01, 0.03], [0.00, 0.00, -0.01], [-0.01, -0.01, -0.02], [0.00, -0.01, -0.01], [0.02, 0.02, 0.02], [-0.02, 0.01, 0.03], [0.00, 0.00, -0.01], [0.00, 0.00, -0.01], [-0.01, 0.00, -0.01], [-0.01, 0.01, 0.03], [-0.02, -0.03, 0.02], [0.00, 0.01, -0.01], [0.00, 0.01, -0.01], [0.00, 0.00, -0.02], [0.05, 0.06, 0.27], [0.02, 0.35, 0.24], [-0.01, -0.03, -0.28], [0.07, 0.03, 0.05], [-0.01, 0.01, -0.08], [0.00, 0.14, 0.01], [-0.01, -0.01, -0.02], [-0.02, -0.01, 0.00], [-0.03, 0.00, -0.05], [0.05, -0.28, -0.16], [0.09, 0.04, 0.07], [-0.02, -0.01, 0.02], [0.03, 0.01, 0.00], [-0.01, -0.03, -0.01], [0.02, 0.03, 0.05], [-0.08, -0.04, -0.06], [0.00, 0.00, 0.02], [-0.03, -0.02, 0.04], [0.01, 0.00, -0.01], [-0.02, 0.00, -0.01], [0.01, 0.00, 0.00], [0.01, 0.01, 0.00], [0.00, 0.00, 0.02], [-0.03, 0.06, 0.07], [0.01, 0.01, 0.03], [-0.01, -0.03, 0.01], [0.00, 0.00, -0.01], [-0.01, 0.01, 0.00], [0.00, -0.01, -0.03], [0.01, -0.01, -0.01], [-0.05, 0.05, 0.03], [0.03, -0.03, -0.06], [-0.01, -0.01, -0.02], [-0.01, -0.03, -0.07], [0.01, 0.01, 0.01], [-0.03, -0.07, 0.08], [0.05, 0.00, 0.01], [-0.03, 0.02, 0.10], [0.07, 0.04, -0.03], [0.04, 0.05, 0.05], [0.05, 0.01, 0.15], [-0.05, -0.01, -0.14], [0.03, -0.13, -0.03], [0.00, 0.00, 0.01], [0.02, -0.01, -0.01], [0.01, -0.02, -0.01], [0.01, 0.02, 0.03], [0.02, -0.04, -0.03], [-0.01, 0.00, -0.01], [0.00, -0.05, 0.07], [-0.03, -0.04, -0.01], [0.01, 0.01, -0.01], [-0.19, -0.09, 0.06], [0.02, 0.02, 0.01], [0.02, 0.00, -0.03], [0.36, 0.07, 0.16], [-0.24, -0.06, -0.04], [-0.81, -0.18, -0.25]]}


{"formula": "C10H20FN2O4P", "method": "ωB97M-V/def2-TZVPD", "homo_lumo_gap_ev": 8.6, "e_homo_ev": -9.1, "smiles": "CC(=O)N(C)CCCCPC(=O)NC(=O)F.CO", "e_tot_ha": -1244.441724, "e_lumo_ha": -0.0195, "species": ["C", "C", "O", "N", "C", "C", "C", "C", "C", "P", "C", "O", "N", "C", "O", "F", "H", "H", "H", "H", "H", "H", "H", "H", "H", "H", "H", "H", "H", "H", "H", "H", "C", "O", "H", "H", "H", "H"], "xyz": [[-0.256157, 3.594447, 1.724489], [1.240242, 2.974052, 1.352879], [2.188818, 3.227733, 2.298604], [1.583964, 2.144047, 0.149103], [3.079492, 2.013805, -0.080500], [0.857918, 2.528823, -1.110238], [0.163883, 1.180395, -1.818416], [-1.012512, 0.546063, -0.906114], [-1.204063, -1.056423, -0.884433], [0.291999, -2.161108, -1.208172], [1.335608, -2.077228, 0.435038], [1.201681, -1.100000, 1.343172], [2.295648, -3.255119, 0.629120], [1.978591, -3.738232, 2.060086], [2.899210, -3.819772, 3.033763], [0.518241, -4.052308, 2.290509], [-1.004224, 3.142534, 0.944410], [-0.565763, 3.390990, 2.837177], [-0.150274, 4.763923, 1.506654], [3.298550, 1.190884, -0.916565], [3.544428, 3.026832, -0.489778], [3.695411, 1.678355, 0.855016], [1.688881, 2.871876, -1.892854], [0.095346, 3.407898, -1.021856], [-0.331608, 1.599178, -2.817762], [1.050713, 0.485343, -2.114027], [-0.885694, 0.959935, 0.195619], [-2.043559, 1.015568, -1.284394], [-2.077538, -1.337582, -1.640876], [-1.626821, -1.340512, 0.195725], [1.169147, -1.675009, -2.258644], [3.278460, -2.905885, 0.565640], [-4.529650, -3.014195, -0.638026], [-3.614035, -2.246029, 0.120805], [-4.268630, -2.935002, -1.695969], [-4.473156, -4.060684, -0.328435], [-5.541857, -2.631969, -0.485156], [-3.870690, -2.335623, 1.054408]], "forces_ev_per_a": [[0.83, -0.12, -1.88], [4.26, 0.65, 4.41], [-5.22, -1.66, -5.71], [-0.29, 3.05, 1.77], [1.40, -0.36, -0.67], [0.25, -0.87, -2.04], [-0.26, 1.67, -0.42], [-0.61, 1.21, 0.38], [-0.96, 1.25, 0.53], [-0.55, -1.02, 1.11], [-0.30, 5.43, 3.00], [0.77, -6.44, -5.24], [-2.52, 0.59, 3.55], [4.55, 0.32, 4.28], [-7.13, 0.12, -6.99], [4.85, 1.03, -1.09], [1.09, 0.96, 1.77], [0.94, 0.30, -2.38], [-0.31, -2.62, 0.64], [-0.84, 1.75, 1.75], [-1.01, -1.98, 0.95], [-1.67, 0.80, -1.60], [-1.82, -0.48, 1.63], [1.39, -1.77, 0.21], [1.20, -1.07, 1.93], [-1.79, 1.06, 0.72], [-0.05, -1.11, -2.20], [2.22, -0.99, 0.81], [2.17, 0.31, 1.54], [1.20, 0.36, -2.62], [-0.37, 0.29, 1.04], [-0.99, -0.45, 0.68], [-0.16, -0.11, 0.18], [-0.21, 0.02, 0.69], [0.04, 0.04, 0.18], [-0.16, -0.06, -0.21], [-0.10, -0.16, -0.19], [0.18, 0.08, -0.49]]}


{"formula": "C5H7FO", "method": "ωB97M-V/def2-TZVPD", "homo_lumo_gap_ev": 10.9, "e_homo_ev": -10.0, "smiles": "C[C@@]1(O)[C@@H]2[C@@H](F)[C@@H]21", "e_tot_ha": -369.704392, "e_lumo_ha": 0.0349, "de_lowest_kj_mol": 248.4, "species": ["C", "C", "O", "C", "C", "F", "C", "H", "H", "H", "H", "H", "H", "H"], "xyz": [[0.313779, 1.361316, 0.405930], [-0.012193, -0.095479, 0.313741], [-0.192507, -0.636153, 1.627418], [-1.026376, -0.471807, -0.685225], [-0.526415, -2.012476, -0.801566], [-0.734819, -2.698493, -1.971647], [0.447618, -0.890135, -0.782520], [-0.191865, 1.891122, -0.468728], [1.372743, 1.507178, 0.275753], [-0.047931, 1.872026, 1.310796], [-0.834965, -0.111104, 2.081288], [-1.355175, 0.364323, -1.427040], [-0.577419, -2.566661, 0.101771], [1.405161, -0.727877, -1.305587]], "forces_ev_per_a": [[-0.60, 1.29, -1.83], [-1.85, 0.41, 2.47], [1.27, -1.18, -0.48], [0.40, 0.51, -2.75], [-0.23, 2.97, -0.47], [0.25, 0.53, 0.82], [1.83, -1.17, -0.25], [0.72, -0.47, 1.02], [0.48, 0.30, 0.25], [0.22, -0.51, -0.20], [-0.64, 0.49, 0.28], [-0.15, -2.27, 1.17], [-0.61, -0.92, 0.30], [-1.09, 0.02, -0.33]]}


{"formula": "C6H11N5", "method": "ωB97M-V/def2-TZVPD", "homo_lumo_gap_ev": [6.0, 7.3], "e_homo_ev": [-16.5, -17.1], "charge": 2, "e_tot_ha": -508.246047, "e_lumo_ha": [-0.3884, -0.3625], "de_lowest_kj_mol": 419.7, "species": ["C", "C", "C", "C", "C", "C", "N", "N", "N", "N", "N", "H", "H", "H", "H", "H", "H", "H", "H", "H", "H", "H"], "xyz": [[0.162290, 3.027427, 1.820306], [1.006405, 1.996254, 2.352246], [-0.706903, -0.650680, -0.712416], [-0.544828, 0.721799, -0.648256], [0.092236, 1.358009, 0.468749], [1.821415, -0.177831, 1.346268], [-0.283638, 2.645308, 0.683339], [-0.959337, 1.494961, -1.634195], [-1.230669, -2.597496, -1.980550], [-1.113574, -1.308516, -1.921365], [1.004968, 0.951277, 1.465316], [-0.264414, 3.778161, 2.301201], [1.340772, 1.796680, 3.299595], [-0.782155, -1.348049, 0.194759], [2.926304, -0.059875, 1.451432], [1.570845, -0.901708, 2.070756], [1.862445, -0.507078, 0.293316], [-1.739643, 1.294531, -2.316139], [-0.755069, 2.504459, -1.692410], [-1.328399, -3.178011, -2.790114], [-0.912357, -3.106573, -1.044776], [-1.479849, -0.780919, -2.745447]], "forces_ev_per_a": [[2.25, -3.91, -0.20], [-1.17, -1.32, -2.36], [-1.90, -4.73, -1.87], [1.06, 1.30, 0.64], [0.32, 0.93, -0.30], [2.89, -1.46, -1.09], [-1.29, -0.82, -1.82], [-1.62, 1.45, -2.37], [1.02, -2.29, 4.38], [0.56, 2.79, 2.18], [-2.09, 3.45, -0.52], [-1.10, 3.73, 2.10], [1.43, 0.14, 2.16], [0.70, 1.27, -1.43], [-0.80, 0.93, 0.52], [-0.52, -1.25, 0.47], [-0.79, -0.30, 0.57], [1.19, -0.14, 1.43], [0.19, -0.80, 0.65], [-0.18, 0.32, -0.92], [-0.98, 1.16, -2.88], [0.83, -0.46, 0.67]]}